# 1
This record from the Open Molecules 2025 dataset describes a cluster of 2 separate species, C13H21NO in total in a non-equilibrium geometry. The level of theory is ωB97M-V with the def2-TZVPD basis set.

Geometry (Å):
1 C 2.632 -2.192 -0.349
2 C 2.820 -0.950 -1.256
3 N 2.384 -0.954 -2.638
4 C 3.397 -1.002 -3.738
5 C 1.099 -0.548 -3.053
6 C 0.623 -0.886 -4.422
7 O 0.415 0.195 -2.370
8 H 3.625 -2.677 -0.056
9 H 2.007 -2.911 -0.961
10 H 2.076 -1.954 0.575
11 H 2.363 -0.077 -0.819
12 H 3.891 -0.846 -1.271
13 H 4.374 -1.360 -3.362
14 H 2.845 -1.300 -4.655
15 H 3.668 0.090 -3.821
16 H 0.966 -1.926 -4.788
17 H -0.498 -1.029 -4.515
18 H 1.015 -0.087 -5.015
19 C 0.052 2.474 2.818
20 C -0.530 1.071 2.715
21 C -2.020 0.943 2.620
22 C -2.657 0.055 3.440
23 C -3.987 -0.236 3.170
24 C -4.828 0.472 2.325
25 C -4.196 1.473 1.540
26 C -2.794 1.549 1.632
27 H -0.112 2.818 3.795
28 H -0.267 3.127 1.983
29 H 1.131 2.352 2.835
30 H -0.140 0.498 1.842
31 H -0.161 0.337 3.440
32 H -2.197 -0.452 4.259
33 H -4.339 -0.862 4.015
34 H -5.887 0.279 2.245
35 H -4.555 2.089 0.697
36 H -2.214 2.427 1.140

- Kohn-Sham gap (eV) = 9.634
- spin multiplicity = 1
- net charge = 0
- energy above the lowest of the compared OMol25 structures with the same formula, charge and spin (kJ/mol) = 231.83
- E_HOMO (eV) = -8.824


# 2
This record from the Open Molecules 2025 dataset describes a cluster of 2 separate species, C13H21NO in total in a non-equilibrium geometry. The level of theory is ωB97M-V with the def2-TZVPD basis set.

Geometry (Å):
1 C 3.556 -2.687 -1.882
2 C 3.832 -1.238 -1.782
3 N 3.064 -0.482 -0.786
4 C 3.228 -1.011 0.698
5 C 3.069 0.895 -1.020
6 C 2.638 1.627 0.268
7 O 3.115 1.598 -1.999
8 H 3.202 -3.255 -1.003
9 H 4.439 -3.243 -2.339
10 H 2.729 -3.004 -2.599
11 H 4.923 -1.048 -1.839
12 H 3.554 -0.849 -2.814
13 H 3.529 -0.248 1.401
14 H 2.119 -1.219 0.811
15 H 3.695 -1.950 0.934
16 H 2.159 2.500 -0.261
17 H 1.692 1.412 0.736
18 H 3.375 1.714 1.060
19 C -5.271 -0.864 -0.047
20 C -3.975 -0.925 0.720
21 C -3.123 0.347 0.845
22 C -1.883 0.305 0.170
23 C -1.063 1.416 0.421
24 C -1.507 2.486 1.159
25 C -2.781 2.592 1.646
26 C -3.619 1.419 1.534
27 H -5.686 -1.808 -0.344
28 H -5.240 -0.353 -1.025
29 H -6.056 -0.303 0.497
30 H -4.267 -1.269 1.722
31 H -3.302 -1.601 0.199
32 H -1.535 -0.457 -0.497
33 H -0.083 1.432 -0.028
34 H -0.826 3.329 1.276
35 H -3.054 3.411 2.285
36 H -4.648 1.327 1.879

- Kohn-Sham gap (eV) = 9.880
- spin multiplicity = 1
- net charge = 0
- energy above the lowest of the compared OMol25 structures with the same formula, charge and spin (kJ/mol) = 261.03
- E_HOMO (eV) = -9.184


# 3
This record from the Open Molecules 2025 dataset describes a cluster of 3 separate species, C13H22BClF7O5S in total in a non-equilibrium geometry. The level of theory is ωB97M-V with the def2-TZVPD basis set.

Geometry (Å):
1 C -4.819 -1.139 -0.723
2 C -3.528 -0.577 -1.330
3 B -2.965 -1.484 -2.452
4 O -3.707 -2.363 -3.129
5 S -1.098 -1.493 -2.960
6 F -1.196 -1.477 -4.538
7 C -0.391 0.147 -2.667
8 Cl -1.424 1.375 -3.451
9 C -0.218 0.412 -1.174
10 C 0.012 -0.837 -0.321
11 H -5.083 -0.539 0.144
12 H -5.646 -1.096 -1.423
13 H -4.678 -2.157 -0.370
14 H -2.782 -0.473 -0.539
15 H -3.675 0.420 -1.749
16 H -3.253 -3.082 -3.585
17 H 0.539 0.157 -3.227
18 H -1.051 1.004 -0.810
19 H 0.666 1.043 -1.093
20 H 1.012 -1.236 -0.459
21 H -0.057 -0.549 0.725
22 H -0.733 -1.619 -0.467
23 C 0.575 4.515 -2.424
24 C 0.548 5.813 -1.648
25 O 0.313 5.559 -0.249
26 C 1.364 5.164 0.453
27 O 2.476 4.993 0.053
28 C 0.950 4.948 1.923
29 F -0.197 4.262 1.996
30 F 0.779 6.122 2.524
31 F 1.884 4.266 2.567
32 H -0.346 3.955 -2.253
33 H 0.670 4.712 -3.491
34 H 1.415 3.894 -2.113
35 H -0.279 6.443 -1.964
36 H 1.471 6.376 -1.773
37 C 2.507 -4.154 5.072
38 C 3.359 -3.662 3.924
39 O 2.901 -4.206 2.661
40 C 1.879 -3.606 2.098
41 O 1.277 -2.647 2.488
42 C 1.549 -4.296 0.759
43 F 1.529 -5.616 0.868
44 F 2.458 -3.954 -0.162
45 F 0.354 -3.891 0.314
46 H 2.483 -5.243 5.090
47 H 2.918 -3.798 6.015
48 H 1.482 -3.793 4.986
49 H 4.383 -4.013 4.020
50 H 3.373 -2.575 3.863

- Kohn-Sham gap (eV) = 8.455
- spin multiplicity = 1
- net charge = +1
- E_HOMO (eV) = -13.294


# 4
This record from the Open Molecules 2025 dataset describes the molecule C13H22Br2F4NO8P3S3 in a non-equilibrium geometry. The level of theory is ωB97M-V with the def2-TZVPD basis set.

Geometry (Å):
1 C -4.387 -0.617 0.100
2 O -3.449 0.422 -0.060
3 C -2.316 -0.022 -0.781
4 C -1.210 1.042 -0.750
5 P -2.282 2.668 -0.910
6 S -3.451 2.650 -2.482
7 O -0.684 1.090 -2.090
8 S 0.519 0.225 -2.629
9 O 0.006 -1.011 -3.123
10 O 1.267 1.033 -3.532
11 C 1.688 -0.150 -1.211
12 F 2.692 0.783 -1.213
13 C 2.355 -1.400 -1.843
14 O 3.605 -1.676 -1.243
15 C 3.976 -2.987 -1.318
16 C 4.849 -3.423 -0.179
17 O 3.671 -3.703 -2.249
18 C 0.959 -0.212 0.179
19 P 0.101 -1.978 0.115
20 S 1.187 -3.592 0.278
21 C 1.885 -0.423 1.434
22 F 2.174 0.633 2.175
23 F 3.028 -1.013 1.084
24 F 1.229 -1.247 2.293
25 C -0.109 1.018 0.386
26 C -0.732 0.960 1.822
27 Br -1.262 2.709 2.598
28 C -1.915 -0.024 2.124
29 C -3.272 0.496 2.602
30 Br -1.371 -1.219 3.622
31 P 0.944 2.661 0.118
32 N 2.386 2.620 0.651
33 O 0.179 3.987 0.621
34 O 0.954 2.888 -1.453
35 H -3.989 -1.407 0.740
36 H -5.256 -0.195 0.583
37 H -4.672 -1.039 -0.860
38 H -2.615 -0.166 -1.816
39 H -2.067 -1.009 -0.398
40 H -3.028 2.826 0.253
41 H -1.386 3.705 -1.141
42 H 1.746 -2.279 -1.984
43 H 2.587 -1.080 -2.859
44 H 5.862 -3.522 -0.551
45 H 4.475 -4.348 0.229
46 H 4.870 -2.659 0.586
47 H -0.539 -1.983 -1.127
48 H -0.806 -2.049 1.168
49 H 0.041 0.754 2.538
50 H -2.143 -0.735 1.353
51 H -3.936 -0.366 2.556
52 H -3.263 0.782 3.640
53 H -3.702 1.237 1.944
54 H 2.587 3.318 1.349
55 H 0.272 4.686 -0.032
56 H 1.871 2.861 -1.754

- Kohn-Sham gap (eV) = 8.808
- spin multiplicity = 1
- net charge = 0
- E_HOMO (eV) = -8.965


# 5
This record from the Open Molecules 2025 dataset describes a cluster of 2 separate species, C13H22N2 in total in a non-equilibrium geometry. The level of theory is ωB97M-V with the def2-TZVPD basis set.

Geometry (Å):
1 C 4.081 -1.109 -0.305
2 C 3.481 -0.392 -1.332
3 C 3.437 -1.177 0.911
4 C 2.322 0.284 -1.092
5 C 2.146 -0.585 1.075
6 C 1.503 0.134 0.085
7 C 1.051 3.133 0.443
8 C -3.014 0.143 0.698
9 C -3.037 -1.936 -0.728
10 C -1.434 -1.779 1.267
11 C -0.099 2.186 0.003
12 C 0.202 0.740 0.421
13 C -2.082 -1.005 0.085
14 N -1.236 0.165 -1.926
15 N -0.947 -0.537 -0.755
16 H 4.844 -1.801 -0.619
17 H 3.802 -0.238 -2.378
18 H 3.860 -1.628 1.828
19 H 1.908 0.773 -1.968
20 H 1.680 -0.966 1.940
21 H 2.123 2.626 0.209
22 H 0.911 4.183 0.202
23 H 1.060 3.109 1.485
24 H -3.215 0.746 -0.141
25 H -3.986 -0.189 1.006
26 H -2.510 0.736 1.434
27 H -4.029 -2.157 -0.286
28 H -2.539 -2.919 -0.715
29 H -3.085 -1.513 -1.779
30 H -0.657 -2.333 0.648
31 H -0.824 -1.116 1.920
32 H -2.211 -2.217 1.764
33 H -1.026 2.703 0.357
34 H -0.243 2.196 -0.998
35 H 0.024 0.460 1.457
36 H -0.383 0.383 -2.405
37 H -1.877 0.898 -1.810

- Kohn-Sham gap (alpha / beta) (eV) = 8.241 / 8.242
- spin multiplicity = 1
- net charge = 0
- energy above the lowest of the compared OMol25 structures with the same formula, charge and spin (kJ/mol) = 222.96
- E_HOMO (alpha / beta) (eV) = -7.518 / -7.518


Here are the calculated M numbers, same order: 207.32 207.32 469.63 745.24 206.33 (g/mol).